<A>
DFT (ωB97M-V/def2-TZVPD) results for a structure of composition C3H3N.

Element x y z (Å)
C1 -0.50313 0.11269 0.17233
C2 0.47928 0.96841 0.30649
C3 0.59764 -0.98603 -0.07090
N1 1.48935 -0.17606 0.16084
H1 -3.21844 0.05774 -0.46963
H2 0.57385 2.10301 0.30413
H3 0.58146 -2.07977 -0.40326


<B>
DFT (ωB97M-V/def2-TZVPD) results for a cluster of 2 separate species, C3H3N in total.

## Properties
- structure (SMILES) = C#C.C#N

Element x y z (Å)
C1 0.90221 0.00521 -0.11998
C2 1.55743 0.98830 0.05802
H1 0.57003 -0.86200 -0.59167
H2 1.89442 1.85192 0.53126
C3 -2.26519 -0.09740 0.10540
N1 -2.04080 1.01278 -0.09323
H3 -2.28850 -1.12265 0.32548


<C>
DFT (ωB97M-V/def2-TZVPD) results for a cluster of 2 separate species, C3H3N in total.

Element x y z (Å)
C1 0.14892 1.06345 0.87262
C2 0.21900 -0.04306 0.03324
C3 -0.13675 -0.91275 -0.87131
N1 1.15137 0.33595 1.12968
H1 -0.79126 2.10652 1.37113
H2 0.41576 -1.82017 -1.05463
H3 -1.00704 -0.72994 -1.48073


<D>
DFT (ωB97M-V/def2-TZVPD) results for an isolated molecule of C3H3N.

## Properties
- structure (SMILES) = N=c1cc1

Element x y z (Å)
N1 1.79748 0.16514 0.07801
C1 0.63477 -0.21715 0.20018
C2 -0.61172 -0.79632 0.07399
C3 -1.08449 0.45430 0.12708
H1 1.97440 1.12846 -0.15101
H2 -0.87221 -1.76030 -0.12859
H3 -1.83822 1.02585 -0.19966


What should be chosen as the least stable of them? Choose <A>.


<A>
DFT (ωB97M-V/def2-TZVPD) results for an isolated molecule of C2HClO2S.

Element x y z (Å)
C1 -0.17811 0.65501 0.65461
C2 0.62951 -0.09713 -0.33683
O1 1.84822 0.02541 -0.42763
O2 -1.55133 -1.64626 -0.90034
S1 -0.12010 -1.57983 -1.21622
Cl1 0.67078 1.83270 1.46145
H1 -1.29898 0.81010 0.76497


<B>
DFT (ωB97M-V/def2-TZVPD) results for a cluster of 2 separate species, C2HClO2S in total.

Element x y z (Å)
C1 -0.52672 -0.38126 -0.36182
C2 -0.87361 0.88191 -0.26707
O1 0.26987 -1.11342 -0.96111
O2 -1.41595 1.89415 -0.11021
S1 1.64396 0.53436 1.20541
Cl1 2.40635 -1.04584 0.28441
H1 -1.50392 -0.76990 0.21039


What should be chosen as the least stable of them? Choose <B>.


<A>
DFT (ωB97M-V/def2-TZVPD) results for an isolated molecule of C4H8P2.

Element x y z (Å)
C1 -1.34793 1.19899 -1.07283
C2 -0.40266 0.54710 -2.06189
C3 0.91295 -0.42726 0.82441
C4 -0.14710 -1.17169 0.18920
P1 1.25005 0.05237 2.63716
P2 -1.45621 -0.66084 -0.96818
H1 -1.00952 1.68575 -0.12130
H2 -2.29124 1.47456 -1.43455
H3 -0.92125 0.55476 -3.08274
H4 0.73199 0.72860 -2.19817
H5 1.76290 -0.82939 0.44149
H6 0.82767 0.52638 0.29291
H7 -0.22279 -2.18974 0.62845
H8 -0.05998 -0.11323 3.17409


<B>
DFT (ωB97M-V/def2-TZVPD) results for an isolated molecule of C4H8P2.

## Properties
- structure (SMILES) = C[C@H]1P2#P1[C@@H]2C

Element x y z (Å)
C1 2.71148 -0.20296 0.10296
C2 1.23020 0.03124 -0.16857
P1 -0.00044 -0.41068 1.11894
P2 0.25811 1.57464 0.33862
C3 -1.22551 0.10111 -0.22753
C4 -2.68223 0.11098 0.14908
H1 3.34688 0.08558 -0.70457
H2 2.94668 -1.22513 0.04904
H3 2.85948 0.22626 1.10314
H4 0.96295 -0.28091 -1.14437
H5 -1.10093 -0.19097 -1.18932
H6 -2.93358 0.70363 0.96066
H7 -2.98359 -0.93470 0.20660
H8 -3.38950 0.41192 -0.59468


What should be chosen as the least stable of them? Choose <A>.


<A>
DFT (ωB97M-V/def2-TZVPD) results for a cluster of 2 separate species, C5H7PS in total.

Element x y z (Å)
C1 -2.27115 -0.81284 -0.12264
C2 -0.93309 -1.14260 -0.42726
C3 -2.45307 0.51402 0.09500
C4 -0.09673 -0.06470 -0.40581
C5 2.32820 0.93717 0.52297
P1 1.60074 0.14720 -0.98907
S1 -0.98526 1.39712 -0.04919
H1 -3.06471 -1.53799 -0.06974
H2 -0.59105 -2.13970 -0.63622
H3 -3.35878 1.03519 0.32966
H4 1.86383 0.56573 1.43549
H5 2.19604 2.01630 0.45873
H6 3.39443 0.71584 0.54012
H7 2.37058 -1.63074 -0.68204


<B>
DFT (ωB97M-V/def2-TZVPD) results for an isolated molecule of C5H7PS.

## Properties
- structure (SMILES) = Cc1csc(P)c1

Element x y z (Å)
C1 2.40879 0.15564 -0.27028
C2 0.91670 0.22783 0.08862
C3 0.34938 1.50903 0.38811
S1 -1.29114 1.46933 0.64185
C4 -1.62875 -0.12465 0.19742
P1 -2.88914 -1.41192 0.14306
C5 0.10392 -0.80161 -0.12920
H1 2.66302 -0.97236 -0.42642
H2 2.48090 0.49395 -1.30065
H3 2.97294 0.64045 0.45631
H4 1.05558 2.29942 0.47896
H5 -3.76307 -1.08304 -0.91225
H6 -3.69500 -0.65778 1.12666
H7 0.31588 -1.74428 -0.48220


What should be chosen as the least stable of them? Choose <B>.